# C9H32N10O11S

8 unconnected molecules or ions with the total composition C9H32N10O11S (ωB97M-V with the def2-TZVPD basis set, the Open Molecules 2025 dataset).

Last column: natural (NBO) charge in e.
Geometry (Å):
1 S -0.03847 0.68079 0.11991  2.6163
2 O -0.75118 1.93495 0.37306  -1.1770
3 O -0.60896 -0.34075 0.99802  -1.1487
4 O -0.22264 0.32245 -1.29093  -1.1473
5 O 1.34825 0.90889 0.45111  -1.1219
6 C -4.78994 -2.02618 -1.77348  0.7530
7 O -5.91750 -2.40051 -2.18007  -0.7367
8 N -4.39893 -2.11475 -0.54228  -0.8185
9 N -3.91021 -1.45098 -2.59970  -0.8410
10 H -3.47372 -1.81525 -0.26952  0.4188
11 H -4.95497 -2.69234 0.07197  0.3988
12 H -3.04824 -1.04679 -2.26244  0.4201
13 H -4.24321 -1.33895 -3.54663  0.4007
14 C -4.42271 2.58545 3.62809  0.7592
15 O -5.17188 2.44919 4.55288  -0.6942
16 N -4.46727 2.06816 2.42381  -0.8342
17 N -3.24351 3.21184 3.71416  -0.8496
18 H -3.57535 2.08707 1.95030  0.4156
19 H -5.23527 1.45228 2.19806  0.3969
20 H -2.70880 3.26371 2.85889  0.4042
21 H -3.06226 3.62146 4.61940  0.3978
22 C -3.01656 3.45991 -4.12011  0.7559
23 O -3.56475 4.05437 -4.97184  -0.6939
24 N -3.23225 3.55155 -2.83330  -0.8334
25 N -2.13795 2.50805 -4.43107  -0.8490
26 H -2.70149 2.96639 -2.20404  0.4220
27 H -3.91070 4.22895 -2.51561  0.3959
28 H -2.03005 2.19543 -5.38539  0.3927
29 H -1.69641 1.97951 -3.69230  0.4065
30 C 1.33261 6.01311 2.22998  0.7463
31 O 1.70084 7.10701 2.62786  -0.7281
32 N 1.86342 4.91901 2.61233  -0.8124
33 N 0.35298 5.84764 1.35398  -0.8401
34 H 1.68232 4.06437 2.10548  0.4173
35 H 2.58923 4.90077 3.31444  0.3964
36 H 0.05749 4.90888 1.12701  0.4200
37 H -0.05567 6.68379 0.96159  0.3974
38 C 0.14095 -4.86568 3.03147  0.7323
39 O 0.21466 -5.97121 3.46080  -0.7074
40 N 0.76242 -4.47656 2.00682  -0.8093
41 N -0.76880 -4.02268 3.38140  -0.8235
42 H 1.56832 -4.98647 1.67421  0.3975
43 H 0.41567 -3.65257 1.53681  0.4056
44 H -0.88263 -3.20294 2.80246  0.4046
45 H -1.31074 -4.17127 4.22064  0.3973
46 C 2.67567 -3.71907 -3.19701  -0.6387
47 C 2.04260 -3.03026 -4.39875  -0.0608
48 O 2.06528 -1.61660 -4.26511  -0.7296
49 H 2.36327 -4.76281 -3.16377  0.1964
50 H 2.40780 -3.21125 -2.27047  0.2257
51 H 3.76380 -3.78257 -3.20249  0.1995
52 H 0.99919 -3.27727 -4.59463  0.1565
53 H 2.51689 -3.36756 -5.32037  0.1572
54 H 1.53410 -1.38580 -3.49949  0.4920
55 C 7.57996 -1.98354 1.51552  -0.6258
56 C 6.04846 -1.83329 1.17643  -0.0563
57 O 5.75634 -0.49493 1.43718  -0.7299
58 H 7.92129 -3.01390 1.41585  0.1953
59 H 7.79302 -1.60787 2.51631  0.2115
60 H 8.14128 -1.36801 0.81257  0.2046
61 H 5.42998 -2.44971 1.82882  0.1460
62 H 5.65372 -2.12957 0.20457  0.1630
63 H 4.83103 -0.36512 1.21688  0.4905

Values from the calculation:
Spin multiplicity   1
Total charge   -2
Gap between HOMO and LUMO   5.764 eV